#P
ORCA calculation (the ωB97M-V functional and the def2-TZVPD basis) on a cluster of 3 separate species, H7O3 in total.

Positions of all 10 atoms, in Å:
O -1.13328 -1.42855 -0.42480
H -1.06890 -2.45456 -0.34845
H -1.69420 -1.12191 -1.15360
O -0.06986 1.75894 0.41071
H -0.09454 2.54002 -0.27227
H 0.51666 2.14661 1.05441
O 1.19667 -0.42912 0.06925
H 0.59934 0.53002 0.00717
H 1.34823 -0.67103 0.99553
H 0.39989 -0.87043 -0.33795

Its total charge is +1. The orbital gap is 13.31 eV. As for the LUMO energy: -3.90 eV.

#Q
ORCA calculation (the ωB97M-V functional and the def2-TZVPD basis) on a cluster of 3 separate species, H7O3 in total.

Positions of all 10 atoms, in Å:
O 0.12349 -0.95495 2.00543
H -0.35651 -1.63099 2.55127
H 0.57342 -0.29366 2.60986
O -0.87804 0.84243 -1.91926
H -0.55064 1.12926 -2.73338
H -1.47532 0.07319 -2.20868
O 0.60884 0.13047 -0.12563
H -0.00825 0.61093 -0.82940
H 0.53380 -0.56456 0.58997
H 1.42920 0.65787 0.05982

Its total charge is +1. The orbital gap is 13.37 eV. As for the LUMO energy: -3.72 eV.

Of them, #P has the lowest stability.

#P
ORCA calculation (the ωB97M-V functional and the def2-TZVPD basis) on a cluster of 2 separate species, C10H12N2O in total.

Positions of all 25 atoms, in Å:
C 0.64145 0.96662 -2.61976
C 0.29551 0.41703 -1.57914
C 1.61648 1.64537 0.63561
C 2.73893 -0.75654 0.24513
C 2.20187 -0.86446 1.57657
C 2.16443 0.34976 0.68008
C -2.02257 1.40928 -0.32075
C -2.26924 -0.67553 0.88565
C -1.21390 0.38716 0.43245
C -0.20829 -0.27950 -0.53455
N 1.15802 2.69010 0.61034
N 0.00522 -1.50056 -0.22214
O 0.87227 -2.25332 -1.04650
H 1.17416 1.45052 -3.39526
H 3.22961 -1.24079 -0.58562
H 0.69773 -2.08274 -1.97236
H 1.21469 -1.44888 1.88032
H 2.77736 -0.77782 2.52470
H -2.14957 0.98231 -1.30177
H -2.96918 1.56626 0.04716
H -1.59419 2.29158 -0.25147
H -2.70749 -0.57688 1.89857
H -1.89600 -1.65180 0.99005
H -3.01367 -0.76804 0.16734
H -0.74365 0.72088 1.25535

The SMILES is C#C/C(=N\O)C(C)C.N#CC1=CC1. The orbital gap is 9.48 eV. As for the LUMO energy: -0.05 eV.

#Q
ORCA calculation (the ωB97M-V functional and the def2-TZVPD basis) on an isolated molecule of C10H12N2O.

Positions of all 25 atoms, in Å:
C 0.70305 -2.73968 0.30157
C 1.11515 -1.38681 0.07454
C 2.42744 -1.00739 -0.09031
C 2.81993 0.29862 -0.29836
C 1.78973 1.30513 -0.47285
C 0.53401 0.90672 -0.23851
C -0.44219 2.09850 -0.21059
C -1.86548 1.78139 -0.10478
C -1.94075 0.51796 0.64806
C 0.18617 -0.38278 -0.03472
H 0.72620 -3.17741 -0.72132
H 1.50336 -3.02294 1.10581
H -0.47262 -2.85976 0.61521
H 3.02856 -1.84188 -0.11703
H 3.78402 0.61959 -0.80612
H 1.90276 2.42935 -0.65775
H -0.42508 2.42081 1.00702
H -0.29017 3.05925 -0.75454
H -2.34348 1.42912 -1.01189
H -2.33013 2.47014 0.52722
H -1.54293 0.75638 1.77538
H -2.96973 0.23137 0.79412
N -1.26194 -0.51308 0.03041
N -1.72796 -1.67545 -0.51614
O -2.90796 -1.71713 -0.84444

The SMILES is Cc1cccc2c1N(N=O)CCC2. The orbital gap is 9.25 eV. As for the LUMO energy: 0.53 eV.

Of them, #P has the lowest stability.

#P
ORCA calculation (the ωB97M-V functional and the def2-TZVPD basis) on a cluster of 2 separate species, C4H10NO in total.

Positions of all 16 atoms, in Å:
C 1.58699 0.13481 0.49271
C 1.83972 1.55123 0.19242
C -0.04491 -1.81023 0.16610
C -2.18201 0.53799 -0.65776
N 0.52945 -0.60336 0.39900
O -1.02566 1.07346 -0.53088
H 2.48860 -0.33818 0.89748
H 2.07000 2.14928 1.11347
H 0.97253 1.96425 -0.24260
H 2.73707 1.70656 -0.31352
H -1.28514 -1.57795 -0.07002
H -0.03042 -2.45410 1.06424
H 0.32203 -2.22040 -0.77272
H -2.90729 0.55131 0.14835
H -1.96692 -0.61228 -0.84165
H -2.58848 0.69532 -1.68460

Its total charge is +1. The orbital gap (alpha / beta) is 9.59 / 6.62 eV. As for the LUMO energy (alpha / beta): -4.64 / -7.64 eV. Its multiplicity is 3.

#Q
ORCA calculation (the ωB97M-V functional and the def2-TZVPD basis) on a cluster of 2 separate species, C4H10NO in total.

Positions of all 16 atoms, in Å:
C -2.46550 -0.26685 -0.53550
C -0.95434 -0.08549 -0.28062
C -0.68206 0.63312 0.93749
C 3.54690 -0.07150 0.40262
N -0.01842 -0.61035 -1.03581
O 2.33946 0.09170 0.28076
H -2.75838 0.78686 -0.75431
H -3.07452 -0.56426 0.37408
H -1.44543 0.53788 1.59537
H -0.95062 1.69945 0.66682
H 0.39338 0.53012 1.36322
H 3.91183 -0.48951 1.27578
H 4.34810 0.24570 -0.28633
H -0.27684 -0.85208 -2.04077
H 0.96269 -0.65107 -0.62800
H -2.87625 -0.93372 -1.33480

Its total charge is +1. The orbital gap (alpha / beta) is 6.70 / 10.11 eV. As for the LUMO energy (alpha / beta): -4.22 / -6.69 eV. Its multiplicity is 3.

Of them, #P has the lowest stability.

#P
ORCA calculation (the ωB97M-V functional and the def2-TZVPD basis) on a cluster of 5 separate species, C2H14O4S in total.

Positions of all 21 atoms, in Å:
C -0.48609 0.14143 -2.97916
S -1.13331 -0.61647 -1.32888
C -0.16502 -2.09570 -1.44035
H -1.04327 -0.59458 -3.77289
H 0.55352 -0.01073 -2.84532
H -0.56490 1.29962 -3.41294
H -0.81575 -2.95998 -1.21818
H 0.22512 -2.26860 -2.46587
H 0.77028 -2.05711 -0.77844
H -1.94439 0.35324 2.40914
H -1.64303 0.01167 1.00017
O -1.25380 -0.12833 1.87068
H 1.00045 0.81061 2.87218
H 1.13187 2.01635 1.84655
O 1.06991 1.82164 2.79835
H -0.66334 2.87690 1.18764
H -1.14310 2.24039 -0.15271
O -0.34987 2.70456 0.28922
H 1.67844 -1.39569 2.59951
H 2.35398 -1.20524 1.29305
O 2.42230 -0.94399 2.22824

The SMILES is CSC.O.O.O.O. The orbital gap is 9.48 eV. As for the LUMO energy: 0.37 eV.

#Q
ORCA calculation (the ωB97M-V functional and the def2-TZVPD basis) on a cluster of 5 separate species, C2H14O4S in total.

Positions of all 21 atoms, in Å:
C 0.51668 2.09011 1.52948
C -0.64670 2.73947 2.30752
S -1.43811 1.37779 3.15561
H 1.36751 1.78357 2.19363
H 0.19712 1.09289 1.24866
H 0.88718 2.59602 0.64581
H -1.40637 3.17764 1.62150
H -0.27386 3.47425 3.02649
H -2.67127 1.81508 3.10452
H 0.06045 -1.60987 -1.59281
H 0.38382 -1.64088 -3.09735
O 0.79790 -1.54043 -2.23726
H -2.41168 0.13131 -0.31566
H -1.39550 0.63859 -1.15834
O -1.48866 -0.09902 -0.53017
H -0.82082 -1.74840 -0.18785
H -0.33174 -3.20059 0.39486
O -0.67173 -2.69254 -0.33747
H 4.41990 -3.19759 -5.49413
H 4.40291 -1.84960 -4.79490
O 3.99424 -2.33773 -5.51616

The SMILES is CCS.O.O.O.O. The orbital gap is 9.39 eV. As for the LUMO energy: 0.23 eV.

Of them, #P has the lowest stability.

#P
ORCA calculation (the ωB97M-V functional and the def2-TZVPD basis) on a structure of composition C7H6NRuSe5.

Positions of all 20 atoms, in Å:
Ru 0.19546 -0.20917 -0.06037
C 0.06226 2.12563 0.10033
C 0.47516 1.85322 -1.22906
C -0.28864 1.00213 -2.03527
C -1.44714 0.38713 -1.49596
C -1.89504 0.70073 -0.19286
C -1.14404 1.59673 0.59714
H 0.62056 2.84902 0.68864
H 1.34156 2.36133 -1.63816
H -0.02924 0.85253 -3.07626
H -2.05054 -0.25517 -2.13037
H -2.84014 0.30893 0.16613
H -1.51264 1.90812 1.56934
Se 2.39936 -0.51447 1.03204
Se 3.78366 -2.83168 4.35964
Se 2.04926 -1.71907 4.98404
Se 0.64756 -0.96357 2.36424
Se -0.41344 -4.45107 -2.10356
C -0.09404 -2.99698 -1.24816
N 0.13996 -2.00427 -0.65147

Its total charge is +1. The orbital gap (alpha / beta) is 6.53 / 5.51 eV. As for the LUMO energy (alpha / beta): -4.36 / -6.30 eV. Its multiplicity is 5.

#Q
ORCA calculation (the ωB97M-V functional and the def2-TZVPD basis) on a structure of composition C7H6NRuSe5.

Positions of all 20 atoms, in Å:
Ru 0.12788 0.17712 -0.42141
C 1.31641 -1.56576 0.83918
C 1.48606 -0.39215 1.58950
C 0.37183 0.29434 2.07917
C -0.90839 -0.18159 1.77243
C -1.08178 -1.40736 1.09867
C 0.03361 -2.11015 0.65300
H 2.18198 -2.07195 0.43510
H 2.48269 -0.00510 1.75380
H 0.49142 1.21141 2.63844
H -1.77755 0.37895 2.08918
H -2.07785 -1.78394 0.91312
H -0.08579 -3.03518 0.10541
Se 0.20858 -0.98125 -2.59800
Se 0.44667 0.60612 -4.17357
Se 1.46658 2.44836 -3.12412
Se 1.85493 1.82471 -0.99675
Se -3.25003 3.16788 -2.12686
C -2.04788 2.07907 -1.48071
N -1.23938 1.34646 -1.04558

Its total charge is +1. The orbital gap (alpha / beta) is 6.71 / 5.49 eV. As for the LUMO energy (alpha / beta): -3.82 / -6.23 eV. Its multiplicity is 5.

Of them, #P has the lowest stability.

#P
ORCA calculation (the ωB97M-V functional and the def2-TZVPD basis) on a cluster of 2 separate species, C3H7BO in total.

Positions of all 12 atoms, in Å:
B 0.96537 -0.13867 -0.44401
C -1.00095 -1.56044 0.20549
C -0.03371 -1.23764 -0.65579
C 1.84952 0.94560 -0.11744
O -1.38462 1.78631 0.32236
H -1.50369 -2.48562 0.18022
H -1.23352 -0.78409 0.91782
H 0.00417 -1.81054 -1.57587
H 1.40287 1.88391 0.26012
H -1.22484 0.80544 0.36686
H 2.90096 0.86627 -0.01880
H -0.62149 1.94588 -0.31599

The SMILES is C=BC=C.O. The orbital gap is 8.07 eV. As for the LUMO energy: -0.54 eV.

#Q
ORCA calculation (the ωB97M-V functional and the def2-TZVPD basis) on an isolated molecule of C3H7BO.

Positions of all 12 atoms, in Å:
B 0.34427 0.38394 -0.97232
C -0.91533 -1.38891 -0.18395
C 1.32522 1.50288 -0.12788
C -1.48662 -1.05555 1.04752
O 0.32037 -0.84251 -0.60729
H -0.10425 0.66897 -2.08619
H -1.84926 -1.93463 1.65491
H -1.03846 -2.35646 -0.71269
H 1.78033 0.94031 0.70193
H 2.02497 2.14324 -0.50369
H 0.55828 2.13910 0.35309
H -0.95951 -0.20039 1.43657

The SMILES is C=COBC. The orbital gap is 10.16 eV. As for the LUMO energy: 0.73 eV.

Of them, #P has the lowest stability.